1.
DFT (ωB97M-V/def2-TZVPD) results for a 2-piece molecular cluster, C14H16ClO3 overall in a non-equilibrium geometry.

Structure (XYZ):
```
34
Properties=species:S:1:pos:R:3:forces:R:3:lowdin_charge:R:1
C -1.345 -0.043 1.864 -0.66 -0.08 0.22 -0.1947
C -0.335 1.043 1.538 0.59 0.49 -0.20 -0.0867
C 0.771 -0.049 1.567 0.52 0.28 -1.45 -0.4492
O 1.967 -0.018 1.756 0.32 0.42 4.50 -0.0348
C -0.317 -1.143 1.654 0.26 -0.70 -0.08 -0.0939
H -1.660 0.003 2.895 -0.39 0.05 0.32 0.0895
H -2.201 -0.085 1.197 -0.18 -0.01 0.07 0.0990
H -0.496 1.458 0.530 0.32 0.09 0.43 0.1099
H -0.201 1.818 2.305 -0.02 0.02 -0.37 0.1091
H -0.181 -1.857 2.477 -0.04 -0.02 -0.24 0.1098
H -0.481 -1.649 0.690 0.29 -0.11 0.64 0.0971
C 0.072 -4.451 -2.212 0.07 -0.09 -0.01 -0.0915
C -0.192 -2.963 -2.184 0.11 0.38 0.52 -0.2472
O 0.761 -2.290 -1.316 -0.82 -0.99 -0.58 -0.0492
C 0.559 -0.933 -1.248 2.35 1.65 0.19 -0.5026
C 1.583 -0.280 -0.372 -1.33 -1.34 -5.07 -0.1066
C 2.163 0.932 -0.924 -0.60 -0.27 -0.47 -0.2059
C 1.359 1.872 -1.616 0.19 1.28 -0.03 -0.0649
C 1.880 3.141 -1.944 0.78 -2.16 1.10 -0.7286
Cl 0.806 4.327 -2.503 -0.79 1.04 -0.64 0.6469
C 3.220 3.458 -1.715 -0.34 -0.41 -0.11 -0.1657
C 4.060 2.443 -1.248 -0.23 -0.13 0.35 -0.1204
C 3.559 1.199 -0.865 -0.02 0.44 0.21 -0.0470
O -0.334 -0.406 -1.913 -0.20 -0.38 0.53 0.0063
H -0.700 -4.913 -2.829 -0.06 -0.04 -0.07 0.0660
H 1.033 -4.684 -2.678 -0.01 0.04 0.20 0.0716
H 0.012 -4.919 -1.226 0.14 0.16 -0.02 0.0719
H -0.129 -2.560 -3.208 -0.05 0.06 0.44 0.1215
H -1.194 -2.755 -1.783 0.13 -0.05 -0.32 0.1166
H 2.357 -0.968 -0.032 -0.57 -0.10 -0.08 0.1130
H 0.313 1.647 -1.854 0.54 0.11 0.31 0.0916
H 3.563 4.461 -1.884 0.21 0.20 -0.15 0.0752
H 5.118 2.669 -1.108 -0.16 -0.13 -0.08 0.0883
H 4.245 0.435 -0.481 -0.37 0.29 -0.04 0.1054
```
Forces are in eV/Å.

Energy above the lowest of the compared OMol25 structures with the same formula, charge and spin (eV): 1.298
LUMO level (eV): 3.3
Net charge: -1

---

2.
DFT (ωB97M-V/def2-TZVPD) results for CHBrI2 as an isolated structure in a non-equilibrium geometry.

Structure (XYZ):
```
5
Properties=species:S:1:pos:R:3:forces:R:3:lowdin_charge:R:1
C 0.052 -0.051 0.113 1.54 -0.37 5.50 -1.8818
Br 0.786 -1.612 -0.638 0.51 -0.84 -0.25 0.4438
I 0.485 1.644 -1.292 0.29 1.94 -1.50 0.7039
I -2.044 -0.210 0.433 -0.24 0.21 0.08 0.6219
H 0.720 0.228 1.383 -2.11 -0.94 -3.83 0.1122
```
Forces are in eV/Å.

Expectation value of S²: 2.01
Energy above the lowest of the compared OMol25 structures with the same formula, charge and spin (eV): 0.914
LUMO level (spin up / spin down) (eV): 0.3 / -3.9
Spin multiplicity: 3

---

3.
DFT (ωB97M-V/def2-TZVPD) results for C4H9NO2 as an isolated structure in a non-equilibrium geometry.

Structure (XYZ):
```
16
Properties=species:S:1:pos:R:3:forces:R:3:lowdin_charge:R:1
C -0.915 0.054 0.021 -0.99 -0.66 -2.74 -0.0721
C -1.432 0.843 -1.156 -0.33 -0.35 -0.11 -0.1345
N 0.919 -0.377 1.648 2.10 1.79 -1.95 -0.0724
C 1.094 0.046 0.368 0.73 -0.67 4.38 -0.5715
C 0.849 -0.675 -0.832 -1.55 1.05 1.45 0.0995
O 0.827 -1.775 1.671 -0.43 -1.06 -0.41 -0.1132
O 1.529 1.337 0.261 -0.46 -0.38 -0.50 0.0491
H 0.711 -1.975 2.601 -0.02 0.07 0.08 0.0789
H 1.734 1.641 1.155 -0.10 -0.18 0.15 0.1141
H -1.144 0.599 0.932 1.38 0.15 0.12 0.1054
H -1.334 -0.938 0.167 0.08 -0.04 -0.30 0.0978
H 0.727 -1.748 -0.770 0.02 0.19 -0.03 0.0920
H 1.143 -0.172 -1.744 -0.33 -0.12 -0.08 0.0995
H -0.830 1.745 -1.290 -0.09 -0.06 -0.03 0.0785
H -1.411 0.251 -2.072 -0.02 0.15 0.00 0.0724
H -2.467 1.143 -0.960 0.02 0.13 -0.04 0.0765
```
Forces are in eV/Å.

Energy above the lowest of the compared OMol25 structures with the same formula, charge and spin (eV): 6.108
LUMO level (spin up / spin down) (eV): 0.6 / 0.6

---

4.
DFT (ωB97M-V/def2-TZVPD) results for CN2O3 as an isolated structure in a non-equilibrium geometry.

Structure (XYZ):
```
6
Properties=species:S:1:pos:R:3:forces:R:3:lowdin_charge:R:1
C -1.281 0.150 -0.011 -3.37 1.75 -0.48 -0.5892
N 1.435 -0.211 0.030 1.25 0.82 -0.24 -0.1856
N 2.455 0.181 -0.131 0.96 0.32 -0.11 0.3001
O -1.926 -0.804 -0.110 -0.45 -1.31 -0.02 0.1963
O 0.347 -0.600 0.183 1.03 -2.90 0.76 0.1006
O -1.030 1.283 0.039 0.56 1.32 0.09 0.1776
```
Forces are in eV/Å.

Energy above the lowest of the compared OMol25 structures with the same formula, charge and spin (eV): 1.346
LUMO level (eV): 0.6

---

5.
DFT (ωB97M-V/def2-TZVPD) results for a single C4H10N2OS molecule in a non-equilibrium geometry.

Structure (XYZ):
```
18
Properties=species:S:1:pos:R:3:forces:R:3:lowdin_charge:R:1
C -1.372 -1.145 -1.179 -0.13 0.63 -1.69 -0.1122
C -0.532 0.330 0.455 1.14 -0.71 0.35 -0.4009
C -0.176 0.257 1.924 0.42 0.36 2.61 -0.0775
C 0.624 0.986 -0.354 0.92 1.70 -1.49 -0.4277
H -2.145 -0.296 -1.380 1.19 -1.41 0.17 0.1081
H -1.875 -2.130 -1.330 0.38 0.80 0.45 0.0838
H -0.543 -1.080 -2.058 -1.51 0.06 2.36 0.1239
H -1.401 0.873 0.183 -0.91 1.21 0.26 0.1147
H -0.161 1.289 2.517 -0.53 -2.15 -1.39 0.1179
H 0.912 -0.120 2.050 -2.14 0.38 -0.19 0.0363
H -0.932 -0.543 2.357 1.66 1.91 -0.38 0.1227
H -0.084 2.757 -0.299 0.20 -0.13 -0.33 0.0440
H 2.294 0.490 -1.461 0.65 1.06 -0.84 0.0548
H 1.641 -2.019 -0.296 -0.25 -0.97 -0.05 -0.1403
N 0.734 2.260 -0.679 -0.95 -2.77 1.27 0.1220
N 1.632 0.122 -0.839 -1.69 0.16 1.07 -0.3724
O -0.918 -1.028 0.184 0.75 0.21 -2.35 -0.2118
S 2.302 -1.002 0.203 0.78 -0.34 0.17 0.8146
```
Forces are in eV/Å.

Energy above the lowest of the compared OMol25 structures with the same formula, charge and spin (eV): 3.019
SMILES string: [H]/N=C(/NS)[C@H](C)OC
LUMO level (eV): 0.8

---

6.
DFT (ωB97M-V/def2-TZVPD) results for a 2-piece molecular cluster, FH3OSi overall in a non-equilibrium geometry.

Structure (XYZ):
```
6
Properties=species:S:1:pos:R:3:forces:R:3:lowdin_charge:R:1
O 2.009 -0.204 -0.577 -1.58 0.29 0.82 -0.1862
F 1.528 -0.764 -1.755 0.13 -0.25 -0.57 -0.2504
Si -0.772 0.100 0.526 2.32 2.91 -0.51 0.8289
H -1.072 1.581 0.242 0.21 -1.10 0.23 -0.1110
H -1.688 -0.686 -0.192 -0.70 -1.27 -0.28 -0.1508
H -0.004 -0.026 1.756 -0.39 -0.58 0.31 -0.1305
```
Forces are in eV/Å.

Energy above the lowest of the compared OMol25 structures with the same formula, charge and spin (eV): 10.204
LUMO level (spin up / spin down) (eV): -1.5 / -1.9

---

7.
DFT (ωB97M-V/def2-TZVPD) results for C24H15N4O4PtS5 as an isolated structure in a non-equilibrium geometry.

Structure (XYZ):
```
53
Properties=species:S:1:pos:R:3:forces:R:3:lowdin_charge:R:1
Pt -0.706 1.005 -1.690 -1.64 0.16 0.15 0.9615
C -1.522 -6.577 1.891 -0.01 0.00 0.00 -0.0591
C -1.092 -5.427 1.021 0.00 0.00 0.00 -0.2820
C 0.237 -5.313 0.611 0.03 -0.01 0.00 -0.0447
C 0.646 -4.270 -0.198 -0.03 -0.01 0.00 -0.0537
C -0.278 -3.317 -0.612 0.07 -0.03 -0.04 -0.2607
C -1.599 -3.410 -0.214 0.01 0.01 0.04 -0.0470
C -1.998 -4.464 0.602 0.03 0.00 -0.01 -0.0404
S 0.311 -1.990 -1.648 -0.29 -0.28 0.21 0.5549
O 0.727 -2.589 -2.892 0.07 0.00 0.06 -0.2891
O 1.297 -1.291 -0.859 -0.10 -0.03 -0.01 -0.3560
N -1.015 -1.080 -1.814 1.03 0.62 -0.48 -0.3746
C -1.729 -1.232 -3.089 -0.20 -0.16 0.06 -0.2249
C -1.365 -0.179 -4.137 0.09 -0.20 0.11 -0.6204
O -1.698 -0.307 -5.291 0.02 0.04 -0.04 0.0704
O -0.694 0.860 -3.684 -0.25 0.25 -0.03 -0.2647
H -0.850 -6.702 2.741 0.00 0.00 0.00 0.0764
H -1.516 -7.514 1.329 0.00 0.00 0.00 0.0795
H -2.531 -6.425 2.274 0.00 0.00 0.00 0.0704
H 0.959 -6.054 0.935 0.00 0.00 0.00 0.1116
H 1.680 -4.181 -0.507 0.01 -0.02 0.00 0.1180
H -2.302 -2.649 -0.526 -0.01 0.00 0.01 0.1030
H -3.032 -4.529 0.920 0.00 0.00 -0.01 0.1084
H -2.796 -1.097 -2.883 0.00 -0.08 -0.02 0.0884
H -1.583 -2.216 -3.530 0.01 0.02 -0.03 0.1172
S -3.248 0.952 -0.932 0.51 -0.19 -0.13 0.6080
C -2.288 0.921 0.475 -0.17 0.01 0.21 -1.1326
N -0.989 0.971 0.321 0.23 0.02 -0.09 -0.2153
C -0.263 0.904 1.495 -0.01 0.00 0.08 -0.2778
C 1.122 0.877 1.620 -0.01 0.02 0.01 -0.0073
C 1.653 0.808 2.894 0.01 0.00 -0.01 -0.0724
C 0.831 0.759 4.022 0.00 0.00 0.01 -0.0953
C -0.547 0.769 3.899 -0.01 0.01 0.01 -0.0962
C -1.088 0.838 2.622 0.02 -0.01 -0.05 -0.4570
S -2.770 0.831 2.142 0.04 0.01 -0.03 1.0468
H 1.738 0.886 0.733 0.01 -0.01 -0.02 0.0784
H 2.728 0.783 3.017 0.00 0.00 0.00 0.1043
H 1.277 0.704 5.007 0.00 0.00 0.00 0.0986
H -1.185 0.722 4.772 0.00 -0.01 0.00 0.1044
S 1.488 1.627 -1.942 0.48 -0.43 0.14 0.7237
C 1.530 3.270 -1.354 -0.11 0.02 -0.07 -0.6418
C 2.754 3.871 -1.087 0.00 0.02 0.04 -0.0522
C 2.811 5.185 -0.638 0.01 -0.02 -0.03 -0.1947
C 4.087 5.783 -0.374 0.01 0.03 0.00 -0.1849
N 5.118 6.254 -0.178 0.01 -0.01 0.02 0.1560
C 1.624 5.906 -0.445 -0.06 -0.03 0.01 -0.1950
C 0.401 5.306 -0.722 0.06 0.02 -0.01 -0.0517
C 0.347 3.999 -1.192 0.04 -0.06 -0.04 -0.6493
S -1.174 3.267 -1.618 0.12 0.31 0.00 0.6501
C 1.654 7.250 0.053 0.07 0.02 0.00 -0.1849
N 1.678 8.327 0.454 -0.04 0.01 0.00 0.1557
H 3.673 3.315 -1.225 0.00 -0.01 0.01 0.1206
H -0.513 5.864 -0.570 0.00 0.00 -0.01 0.1192
```
Forces are in eV/Å.

Energy above the lowest of the compared OMol25 structures with the same formula, charge and spin (eV): 0.721
LUMO level (eV): 1.2
Net charge: -1

---

8.
DFT (ωB97M-V/def2-TZVPD) results for a 2-piece molecular cluster, CHO2S2 overall in a non-equilibrium geometry.

Structure (XYZ):
```
6
Properties=species:S:1:pos:R:3:forces:R:3:lowdin_charge:R:1
C -1.194 0.260 0.121 0.08 -1.12 -0.36 -0.8875
O 1.129 -0.200 0.393 0.18 1.15 0.51 -0.7826
O -1.024 1.059 -0.681 -0.68 0.53 0.40 -0.0039
S -1.601 -1.006 1.011 -0.44 0.39 0.20 0.6286
S 1.729 0.914 -0.815 0.83 -0.14 -0.16 0.1134
H 0.962 -1.026 -0.029 0.04 -0.82 -0.59 -0.0679
```
Forces are in eV/Å.

Energy above the lowest of the compared OMol25 structures with the same formula, charge and spin (eV): 1.802
LUMO level (eV): 3.2
Net charge: -1

---

| no. | E (hartree) |
| --- | --- |
| 1 | -1228.9446 |
| 2 | -3207.9183 |
| 3 | -362.8611 |
| 4 | -373.2731 |
| 5 | -741.2671 |
| 6 | -466.1155 |
| 7 | -3553.9877 |
| 8 | -985.5714 |